Entry from the Open Molecules 2025 dataset: C5H8N2 in the gas phase (ωB97M-V/def2-TZVPD).

Calculated values
ΔE to the lowest compared entry with this formula, charge and spin: 2.998 eV
structure (SMILES): Cn1cccc1N
Kohn-Sham gap: 8.55 eV
E: -304.7253 Ha
net charge: 0

```
15
C5H8N2, DFT ωB97M-V/def2-TZVPD
H -1.202 2.367 -0.594
H 2.874 -0.397 0.325
N -1.207 1.407 -0.891
H 1.150 -2.358 -0.419
H -2.103 0.967 -1.037
H -0.078 0.034 1.270
C 1.001 -1.290 -0.336
C 1.055 0.932 0.035
H -1.087 -1.967 1.006
C 1.832 -0.303 0.042
C -0.133 0.629 -0.580
N -0.315 -0.764 -0.564
H 1.400 1.913 0.318
C -0.930 -0.874 0.816
H -1.964 -0.483 0.788
```



Entry from the Open Molecules 2025 dataset: C22H24N4O3 in the gas phase (ωB97M-V/def2-TZVPD).

Calculated values
ΔE to the lowest compared entry with this formula, charge and spin: 2.296 eV
structure (SMILES): Cc1ccc(-c2nn(CCC(=O)NN3CCOCC3)c(=O)c3ccccc23)cc1
Kohn-Sham gap: 8.65 eV
E: -1297.4844 Ha
net charge: 0

```
53
C22H24N4O3, DFT ωB97M-V/def2-TZVPD
H -2.981 -4.196 -0.727
H -2.966 0.204 0.447
H 2.011 -1.002 -1.371
H -1.545 2.729 2.993
C -2.536 0.819 2.829
H 2.349 1.192 -2.236
H -0.292 -1.388 0.099
H -2.197 3.116 -1.997
C -1.373 2.180 0.334
C 2.435 0.268 0.306
C -1.281 1.699 2.738
H -0.664 -3.703 -0.592
C -0.637 2.134 -0.930
C -3.434 -2.093 -0.732
C 3.348 0.547 1.319
C 2.729 -0.740 -0.607
C 3.921 -1.434 -0.518
H 6.411 -2.329 -0.383
O -2.512 2.607 0.457
O -1.883 -3.253 -2.193
H 4.133 -2.218 -1.231
O -1.747 -1.462 2.838
H 6.935 -1.267 0.934
C -0.820 -2.911 -1.337
C 0.642 1.552 -0.985
C -1.211 2.684 -2.078
H -2.789 0.694 3.881
C 1.345 1.587 -2.195
H 1.317 2.157 -4.246
C -3.080 -3.388 -1.465
N -2.627 -0.630 0.924
H 5.244 0.087 2.181
H -0.959 3.097 -4.156
N -0.678 1.690 1.416
C -1.099 -1.599 -0.605
N -2.333 -1.756 0.149
H 3.114 1.317 2.037
N 0.518 1.110 1.361
H -3.618 -1.290 -1.470
C 4.847 -1.143 0.476
C 1.160 0.997 0.244
C 6.130 -1.907 0.578
C -2.257 -0.554 2.228
H 0.066 -2.822 -1.967
H 6.016 -2.727 1.288
H -0.511 1.327 3.416
C -0.517 2.675 -3.266
H -1.175 -0.775 -1.339
C 4.540 -0.146 1.395
H -3.362 1.305 2.310
H -3.854 -3.644 -2.190
C 0.768 2.137 -3.316
H -4.332 -2.238 -0.129
```



Entry from the Open Molecules 2025 dataset: 14 unconnected molecules or ions with the total composition C28H84O28 (ωB97M-V/def2-TZVPD).

Calculated values
spin multiplicity: 2
ΔE to the lowest compared entry with this formula, charge and spin: 0.000 eV
Kohn-Sham gap (alpha / beta): 9.45 / 2.86 eV
E: -3223.3167 Ha
net charge: +1

```
140
C28H84O28, DFT ωB97M-V/def2-TZVPD
H 3.380 -0.266 -1.741
C 4.139 3.675 3.076
H -2.380 0.808 -4.594
O -1.819 1.886 -6.231
H -4.026 3.910 0.393
C -3.355 1.288 4.764
O 5.933 0.005 -2.247
H 0.721 3.980 5.213
C 4.415 2.634 1.902
H -2.686 -0.417 1.705
H -0.384 -3.984 0.246
C -4.406 1.345 3.669
O 1.223 -3.770 1.121
H 1.270 3.476 -3.362
H 4.914 -2.127 -0.160
H -1.129 3.505 -4.266
H 2.714 2.610 0.887
H 0.375 -0.182 -1.811
H 2.782 2.423 -1.520
C 2.589 -0.782 3.325
H -1.446 1.154 -6.728
C -4.313 -0.921 -3.461
H -1.366 4.981 3.742
H 0.877 4.134 0.111
H 3.511 4.827 -0.696
O 4.314 -1.952 -0.889
C -2.811 -1.497 1.782
H 3.053 -0.542 2.368
H -0.503 -3.886 -5.525
H -2.889 4.217 -4.819
H 3.638 -5.743 2.245
H -1.808 2.536 -2.997
C 2.535 -4.182 1.029
C -1.703 1.599 -4.915
C -1.481 -3.918 -1.271
O 0.017 -0.066 1.460
O 4.490 -2.285 3.771
H -0.976 3.467 4.860
H 1.106 -1.251 0.201
H 0.840 -1.129 2.594
O -4.944 -1.619 -2.436
H 3.213 -3.329 1.071
O -1.916 -1.527 -3.555
C -3.193 -1.781 -4.095
H -3.029 -1.685 -5.169
H 2.622 -4.700 0.074
C 0.465 2.913 3.280
C 1.798 -2.936 -3.477
H -1.809 -1.664 3.377
H 6.094 0.033 -0.338
H -3.496 -2.819 -3.962
H -3.153 -3.907 0.855
H -0.579 -4.015 -1.875
C -0.054 3.883 4.453
H -1.165 -0.453 -0.869
H -1.906 1.553 0.160
H 1.187 3.506 2.717
O -0.421 5.085 3.872
O -2.133 0.910 4.073
H -2.537 -5.773 -1.417
H -4.958 -0.729 -4.318
H 3.492 -2.571 -2.581
C 5.343 0.317 -1.076
H 1.421 -4.764 -4.551
H -3.673 0.498 5.445
H 3.462 4.455 2.728
H 5.055 4.192 3.366
H -4.680 1.449 -0.423
C -0.208 0.067 -0.925
H 0.858 1.974 3.669
H 2.013 -6.044 2.316
O -4.203 2.422 2.751
O -3.136 3.518 -4.208
H 1.990 5.452 -1.334
H 5.071 1.371 -1.029
H -3.391 1.698 -1.483
H -0.172 0.857 1.644
H 2.074 -3.936 3.506
H 4.188 -0.534 4.854
C -1.962 2.842 -4.032
O -0.193 -3.474 -4.715
H -5.047 -1.878 1.459
H -0.809 3.294 1.841
H 1.427 -3.292 -2.515
O -2.734 -1.808 3.162
H -3.974 -3.997 -0.782
O 3.177 -2.940 -3.409
O -0.455 1.477 -0.983
H 3.560 -0.275 -0.042
H -5.057 3.693 -0.969
O 1.174 3.192 -2.450
H -1.318 -2.115 -4.022
H -1.845 -2.914 -1.489
H -2.424 -4.894 -2.967
H 3.235 -1.758 5.295
H 3.317 3.441 -2.665
C 0.759 -0.219 0.256
O 3.307 2.008 1.341
H -5.298 -2.435 -2.799
O -1.255 -4.326 0.032
H 1.673 0.371 0.314
H 5.137 1.846 2.116
H -3.935 0.028 -3.081
H -4.506 0.344 3.250
H 4.812 3.051 0.976
H -3.674 2.126 2.007
H -0.716 1.264 -4.597
C 4.081 -0.554 -0.958
H 6.299 -0.880 -2.179
O -2.784 1.787 0.467
O -4.045 -3.599 1.033
O 1.506 -1.641 3.059
H 0.313 1.952 -1.307
O -0.592 2.528 2.377
O -3.136 4.164 -1.415
C -2.575 -4.793 -1.892
C -4.070 -2.122 1.041
H 1.712 -3.263 -5.544
H -3.358 3.989 -2.333
C 2.480 3.369 -1.971
H -5.344 1.576 4.173
C -4.045 3.497 -0.615
O 1.819 3.958 0.176
C 2.492 4.555 -0.972
H 3.973 -3.094 3.785
H -3.158 2.224 5.287
C 3.632 -1.337 4.371
H -1.962 -1.949 1.268
C 2.694 -5.205 2.168
O -3.899 -4.389 -1.655
H 1.225 -3.095 1.803
H 3.581 3.642 4.935
O 3.694 2.960 4.268
H 1.455 -1.911 -3.617
H -4.125 -1.646 0.062
H 2.297 0.193 3.715
C -3.749 2.010 -0.502
H -1.866 1.585 3.445
C 1.232 -3.696 -4.666
O 2.900 -4.396 3.339
```



Entry from the Open Molecules 2025 dataset: 2 unconnected molecules or ions with the total composition C3H6O3P (ωB97M-V/def2-TZVPD).

Calculated values
ΔE to the lowest compared entry with this formula, charge and spin: 1.290 eV
Kohn-Sham gap: 8.05 eV
E: -685.0632 Ha
net charge: -1

```
13
C3H6O3P, DFT ωB97M-V/def2-TZVPD
H 2.360 1.478 0.421
O 1.474 -1.601 0.771
C 0.468 -0.483 -1.035
C 1.221 -0.535 0.209
H 0.717 -1.389 -1.650
H -0.570 -0.817 -0.935
H 1.697 0.626 1.952
P -3.252 0.507 -0.122
H 0.555 1.470 0.717
H 0.609 0.598 -1.522
C 1.480 0.835 0.807
O -2.288 -0.658 -0.227
O -4.471 -0.031 0.613
```



Entry from the Open Molecules 2025 dataset: 6 unconnected molecules or ions with the total composition C18H36Br10Cl3OPSi (ωB97M-V/def2-TZVPD).

Calculated values
ΔE to the lowest compared entry with this formula, charge and spin: 0.000 eV
structure (SMILES): CCC[C@H](C)[Si@H](/C(Cl)=C(/C)Cl)P(O)Cl.BrCCBr.BrCCBr.BrCCBr.BrCCBr.BrCCBr
Kohn-Sham gap: 8.79 eV
E: -28534.2942 Ha
net charge: 0

```
70
C18H36Br10Cl3OPSi, DFT ωB97M-V/def2-TZVPD
H -3.141 1.657 -3.367
H 1.944 -2.875 2.045
Si 1.332 -2.264 0.837
Cl -1.651 -1.816 -0.443
H 4.622 -0.680 0.004
H 3.123 0.333 0.030
C 4.663 -3.266 0.809
H 3.313 -3.907 -0.812
H 2.252 4.965 -1.848
H 5.984 -4.452 -0.431
H 4.777 -5.405 0.538
P 0.327 -0.376 1.548
H 5.923 4.441 0.510
C -4.595 1.455 2.834
C 0.094 5.065 -1.581
C -4.781 0.191 3.628
H 6.231 -4.730 1.343
H -5.882 -2.014 0.706
H 5.408 -2.479 0.984
H -2.790 -4.241 -1.352
C -6.180 -1.250 -0.012
Br 1.410 2.798 -2.742
C 0.203 -3.601 0.102
H -3.432 4.149 -1.577
C -2.732 2.445 -2.741
C 1.413 4.342 -1.552
Br -5.150 -1.633 -1.615
H 4.017 -3.433 1.682
H 3.600 -0.713 1.455
H 7.716 3.456 -0.799
H -3.959 4.126 -3.270
C 3.584 -0.611 0.361
H -0.756 4.393 -1.542
Br -2.026 1.586 -1.138
H 4.517 -2.645 -1.232
H 1.598 3.937 -0.560
H -1.293 -5.032 -1.804
H -3.995 1.261 1.944
Br -5.490 0.560 5.404
Br -0.103 6.137 -3.196
Br -6.291 2.140 2.161
H -7.981 -2.154 -0.851
H 0.031 5.775 -0.758
C -1.829 -4.588 -0.948
C 6.732 2.993 -0.849
H -1.866 2.885 -3.236
H -5.463 -0.511 3.156
H -4.137 2.256 3.407
H -3.822 -0.296 3.799
H 1.564 -0.009 3.350
Cl -1.268 -0.995 2.793
O 1.444 0.429 2.489
H -8.203 -1.296 0.685
Br -5.448 2.719 -1.895
C 3.812 -2.993 -0.453
C 5.494 -4.569 0.546
H 6.248 2.871 1.269
C -7.662 -1.301 -0.260
Br -8.230 0.299 -1.203
Br 4.038 2.897 0.120
C 2.788 -1.805 -0.295
Br 7.076 1.078 -0.922
C -3.743 3.510 -2.399
H -5.850 -0.276 0.341
H 2.425 -1.473 -1.282
H 6.254 3.264 -1.786
C 5.914 3.362 0.360
C -1.007 -3.447 -0.389
Cl 0.880 -5.251 0.112
H -1.993 -5.384 -0.212
```



Entry from the Open Molecules 2025 dataset: a gas-phase ion, C4H7N2 (charge +1) (ωB97M-V/def2-TZVPD).

Calculated values
ΔE to the lowest compared entry with this formula, charge and spin: 5.242 eV
structure (SMILES): C=C(C)[NH+]=C=N
Kohn-Sham gap: 8.45 eV
E: -265.7159 Ha
net charge: +1

```
13
C4H7N2, DFT ωB97M-V/def2-TZVPD
H 1.720 1.295 -0.797
C -0.380 -1.093 -0.320
N -0.953 1.206 0.272
H -1.284 -1.436 -0.530
C -0.024 0.131 -0.044
H 1.632 0.858 0.987
N -2.494 -0.352 -0.002
C -2.099 0.745 0.214
H 1.880 -0.386 -0.266
H 0.435 -1.831 -0.502
H -3.310 -0.844 0.518
C 1.446 0.514 -0.055
H -0.475 2.088 0.443
```